# 1
The following is a quantum chemistry calculation of a 2-piece molecular cluster, C4H14N2O overall, from the OMol25 dataset.

The calculation puts the HOMO energy at -8.5 eV. The total energy comes out at -345.5266 hartree.

Positions of all 21 atoms, in Å:
C (-1.67, 1.77, 1.13)
N (-1.50, 1.10, -0.16)
C (-0.33, 0.21, -0.33)
C (0.99, 0.99, -0.53)
C (-0.18, -0.75, 0.84)
N (0.42, -2.05, 0.43)
H (-1.07, 1.26, 1.89)
H (-1.36, 2.81, 1.08)
H (-2.70, 1.67, 1.43)
H (-1.47, 1.80, -0.88)
H (-0.50, -0.33, -1.27)
H (1.83, 0.33, -0.36)
H (1.12, 1.72, 0.28)
H (1.22, 1.44, -1.50)
H (0.52, -0.31, 1.56)
H (-1.08, -0.90, 1.41)
H (-0.22, -2.81, 0.58)
H (1.27, -2.20, 0.95)
O (1.93, -1.78, -2.14)
H (1.57, -2.14, -2.95)
H (1.23, -1.85, -1.46)

# 2
The following is a quantum chemistry calculation of a 2-piece molecular cluster, C2H3FO2 overall, from the OMol25 dataset.

The calculation puts the HOMO energy at -9.8 eV. The total energy comes out at -328.1679 hartree.

Positions of all 8 atoms, in Å:
C (0.91, 0.38, -1.14)
C (-0.32, 0.32, -0.79)
O (-1.40, 0.38, -0.39)
H (1.17, 1.31, -1.55)
H (1.51, -0.59, -1.12)
O (-0.51, -0.44, 2.05)
F (-0.43, -1.63, 1.37)
H (-0.93, 0.27, 1.57)

# 3
The following is a quantum chemistry calculation of a 2-piece molecular cluster, C7H14N2O4 overall, from the OMol25 dataset.

The calculation puts the HOMO energy at -8.4 eV. The total energy comes out at -685.5339 hartree.

Positions of all 27 atoms, in Å:
C (-0.41, -2.98, -0.80)
O (-0.32, -2.55, 0.51)
C (-0.62, -1.23, 0.64)
N (0.04, -0.36, 1.27)
N (-0.69, 0.83, 1.25)
C (-1.78, 0.57, 0.20)
C (-3.17, 0.95, 0.77)
C (-1.44, 1.37, -1.05)
O (-1.76, -0.85, 0.06)
H (-0.77, -2.27, -1.54)
H (-1.24, -3.68, -0.95)
H (0.56, -3.39, -1.07)
H (-0.12, 1.70, 1.10)
H (-3.57, 0.00, 0.60)
H (-3.67, 1.59, 0.07)
H (-3.17, 1.34, 1.76)
H (-0.46, 1.14, -1.49)
H (-1.46, 2.42, -0.83)
H (-2.18, 1.22, -1.78)
C (4.15, 0.73, -0.26)
C (2.71, 0.57, 0.19)
O (1.86, 1.29, -0.23)
O (2.60, -0.46, 0.97)
H (4.59, 0.71, 0.74)
H (4.11, 1.76, -0.54)
H (4.52, 0.08, -1.00)
H (1.68, -0.50, 1.41)

# 4
The following is a quantum chemistry calculation of a 4-piece molecular cluster, C22H53BrClN3O10P overall, from the OMol25 dataset.

The calculation puts the HOMO energy at -10.1 eV. The total energy comes out at -5161.7265 hartree. As for the net charge: +1.

Positions of all 91 atoms, in Å:
C (-0.32, -4.93, -1.31)
C (0.10, -6.19, -0.31)
C (1.31, -5.67, 0.68)
Cl (0.60, -4.63, 2.07)
N (2.24, -6.78, 1.17)
C (2.11, -7.38, 2.41)
N (1.19, -8.53, 2.74)
N (3.04, -6.82, 3.51)
P (3.63, -7.36, 0.17)
O (4.53, -8.47, 1.22)
Br (2.93, -8.69, -1.55)
H (-0.65, -3.96, -0.74)
H (0.62, -4.62, -1.96)
H (-1.18, -5.35, -2.01)
H (-0.86, -6.46, 0.31)
H (0.41, -7.16, -0.92)
H (1.99, -4.91, 0.05)
H (0.97, -8.42, 3.77)
H (1.69, -9.47, 2.68)
H (3.84, -7.50, 3.54)
H (3.44, -5.92, 3.11)
H (5.44, -8.05, 1.34)
C (8.09, -1.47, 4.31)
O (7.37, -1.57, 3.09)
C (7.51, -2.85, 2.46)
C (6.23, -3.26, 1.75)
O (5.17, -3.66, 2.63)
C (4.55, -2.62, 3.40)
C (3.71, -1.66, 2.57)
O (4.54, -0.76, 1.84)
C (3.97, -0.37, 0.60)
H (9.16, -1.46, 4.11)
H (7.81, -0.53, 4.79)
H (7.83, -2.29, 4.98)
H (7.77, -3.62, 3.20)
H (8.33, -2.76, 1.74)
H (6.45, -4.14, 1.14)
H (5.88, -2.49, 1.05)
H (5.29, -2.10, 4.01)
H (3.89, -3.14, 4.10)
H (3.08, -1.05, 3.24)
H (3.06, -2.23, 1.90)
H (3.71, -1.24, 0.00)
H (4.72, 0.21, 0.05)
H (3.09, 0.26, 0.77)
C (-0.32, -0.09, 1.29)
O (-1.11, 0.97, 0.78)
C (-2.34, 1.13, 1.49)
C (-2.75, 2.60, 1.57)
O (-1.96, 3.37, 2.49)
C (-0.61, 3.64, 2.11)
C (-0.48, 4.61, 0.93)
O (-0.81, 3.96, -0.30)
C (-1.40, 4.84, -1.24)
H (-0.78, -1.05, 1.07)
H (0.66, -0.05, 0.80)
H (-0.16, 0.02, 2.37)
H (-2.26, 0.72, 2.51)
H (-3.10, 0.56, 0.95)
H (-3.77, 2.64, 1.95)
H (-2.76, 3.07, 0.59)
H (-0.06, 2.71, 1.93)
H (-0.14, 4.11, 2.98)
H (0.56, 4.96, 0.85)
H (-1.13, 5.48, 1.11)
H (-2.27, 5.35, -0.81)
H (-1.74, 4.25, -2.09)
H (-0.66, 5.58, -1.58)
C (-4.95, 3.80, -2.15)
O (-5.01, 4.43, -3.42)
C (-5.63, 3.62, -4.41)
C (-6.42, 4.47, -5.40)
O (-7.65, 5.00, -4.87)
C (-7.52, 6.04, -3.89)
C (-7.01, 7.36, -4.46)
O (-5.60, 7.29, -4.71)
C (-5.21, 8.09, -5.81)
H (-4.25, 2.96, -2.18)
H (-4.60, 4.54, -1.42)
H (-5.94, 3.46, -1.83)
H (-6.31, 2.89, -3.95)
H (-4.84, 3.08, -4.94)
H (-6.72, 3.83, -6.24)
H (-5.81, 5.27, -5.83)
H (-6.93, 5.70, -3.04)
H (-8.54, 6.20, -3.51)
H (-7.17, 8.16, -3.72)
H (-7.56, 7.61, -5.37)
H (-5.79, 7.84, -6.71)
H (-4.15, 7.88, -6.02)
H (-5.32, 9.15, -5.57)

# 5
The following is a quantum chemistry calculation of C46H65GeN2O2Pd as an isolated structure, from the OMol25 dataset.

The calculation puts the HOMO energy at -4.5 eV. The total energy comes out at -4256.7111 hartree. As for the net charge: -1.

Positions of all 117 atoms, in Å:
Pd (-0.25, 1.36, -0.30)
C (-1.02, 4.87, -0.33)
N (-1.85, 3.97, 0.45)
C (-3.26, 4.08, 0.10)
C (-1.59, 4.11, 1.86)
C (-0.37, 3.31, 2.34)
N (-0.32, 1.89, 1.95)
C (-1.49, 1.19, 2.51)
C (-1.68, -0.23, 2.06)
C (-1.70, -1.24, 3.02)
C (-2.01, -2.55, 2.70)
C (-2.27, -2.81, 1.35)
C (-2.25, -1.85, 0.35)
C (-2.01, -0.49, 0.71)
O (-2.10, 0.51, -0.17)
C (-2.46, -2.26, -1.12)
C (-1.20, -1.88, -1.92)
C (-3.70, -1.58, -1.71)
C (-2.65, -3.77, -1.28)
C (-2.13, -3.67, 3.73)
C (-1.11, -4.78, 3.42)
C (-3.55, -4.27, 3.68)
C (-1.88, -3.18, 5.15)
C (0.94, 1.33, 2.47)
C (1.62, 0.24, 1.67)
C (1.92, -0.94, 2.33)
C (2.77, -1.88, 1.79)
C (3.36, -1.55, 0.57)
C (3.09, -0.38, -0.14)
C (2.14, 0.54, 0.39)
O (1.78, 1.67, -0.23)
C (3.76, -0.17, -1.51)
C (4.91, -1.15, -1.75)
C (4.33, 1.25, -1.65)
C (2.70, -0.43, -2.58)
C (3.07, -3.22, 2.45)
C (2.48, -4.35, 1.60)
C (2.47, -3.31, 3.86)
C (4.59, -3.43, 2.58)
H (-1.15, 5.93, -0.03)
H (-1.29, 4.79, -1.39)
H (0.03, 4.60, -0.22)
H (-3.68, 5.07, 0.32)
H (-3.82, 3.32, 0.65)
H (-3.38, 3.87, -0.96)
H (-2.48, 3.80, 2.42)
H (-1.41, 5.16, 2.13)
H (-0.34, 3.38, 3.43)
H (0.53, 3.78, 1.95)
H (-2.38, 1.74, 2.20)
H (-1.43, 1.22, 3.60)
H (-1.46, -0.97, 4.04)
H (-2.48, -3.84, 1.07)
H (-0.94, -0.84, -1.77)
H (-1.36, -2.03, -2.99)
H (-0.35, -2.49, -1.60)
H (-3.60, -0.49, -1.66)
H (-4.59, -1.87, -1.15)
H (-3.83, -1.88, -2.75)
H (-1.80, -4.34, -0.90)
H (-2.76, -4.00, -2.34)
H (-3.56, -4.11, -0.77)
H (-1.26, -5.19, 2.42)
H (-1.20, -5.60, 4.14)
H (-0.09, -4.39, 3.47)
H (-3.77, -4.69, 2.70)
H (-4.29, -3.49, 3.89)
H (-3.66, -5.06, 4.43)
H (-0.86, -2.79, 5.27)
H (-2.00, -4.00, 5.86)
H (-2.58, -2.39, 5.43)
H (0.78, 0.95, 3.49)
H (1.66, 2.15, 2.54)
H (1.45, -1.11, 3.30)
H (4.05, -2.26, 0.13)
H (5.67, -1.09, -0.97)
H (5.39, -0.88, -2.70)
H (4.57, -2.18, -1.84)
H (5.19, 1.38, -0.98)
H (3.59, 2.00, -1.41)
H (4.67, 1.41, -2.68)
H (2.30, -1.45, -2.49)
H (3.12, -0.31, -3.59)
H (1.88, 0.27, -2.47)
H (1.39, -4.23, 1.52)
H (2.69, -5.33, 2.05)
H (2.89, -4.34, 0.59)
H (1.38, -3.22, 3.83)
H (2.86, -2.52, 4.51)
H (2.72, -4.27, 4.30)
H (5.07, -3.48, 1.60)
H (4.79, -4.37, 3.10)
H (5.05, -2.62, 3.14)
Ge (-0.29, 1.76, -2.62)
C (-1.89, 2.66, -3.41)
C (-1.99, 4.03, -3.68)
C (-3.13, 4.57, -4.26)
C (-4.21, 3.75, -4.58)
C (-4.13, 2.39, -4.32)
C (-2.98, 1.86, -3.74)
C (1.21, 2.81, -3.41)
C (1.73, 3.97, -2.83)
C (2.79, 4.66, -3.40)
C (3.37, 4.19, -4.58)
C (2.86, 3.04, -5.18)
C (1.80, 2.37, -4.59)
H (-0.27, 0.55, -3.60)
H (-1.15, 4.68, -3.47)
H (-3.18, 5.63, -4.46)
H (-5.10, 4.17, -5.03)
H (-4.96, 1.74, -4.57)
H (-2.93, 0.79, -3.54)
H (1.32, 4.34, -1.89)
H (3.18, 5.55, -2.93)
H (4.21, 4.72, -5.02)
H (3.31, 2.66, -6.09)
H (1.41, 1.47, -5.07)

# 6
The following is a quantum chemistry calculation of a 11-piece molecular cluster, H22N2O12 overall, from the OMol25 dataset.

The calculation puts the HOMO energy at -7.2 eV. The total energy comes out at -1025.3424 hartree.

Positions of all 36 atoms, in Å:
N (0.32, -0.27, 0.07)
H (1.00, -1.04, -0.20)
H (0.93, 0.38, 0.57)
H (-0.60, -0.73, 0.57)
H (0.09, 0.36, -0.79)
N (-1.17, -0.36, 3.91)
O (-1.04, 0.69, 4.55)
O (-0.30, -0.65, 3.01)
O (-1.86, -1.31, 4.37)
O (1.16, 2.39, 2.19)
H (1.13, 3.11, 1.75)
H (1.96, 2.49, 2.75)
O (-0.99, -1.41, -2.56)
H (-1.90, -1.08, -2.48)
H (-0.61, -1.44, -3.41)
O (-3.19, -1.07, 0.09)
H (-3.46, -1.87, 0.44)
H (-3.70, -0.29, 0.41)
O (-0.69, 1.83, -3.13)
H (-0.54, 2.59, -3.68)
H (-1.22, 2.05, -2.37)
O (3.38, -0.58, 1.12)
H (3.00, -1.29, 1.44)
H (4.32, -0.95, 1.11)
O (-0.22, -3.58, 1.33)
H (-0.87, -3.25, 2.02)
H (-0.80, -3.57, 0.47)
O (2.42, -1.69, -1.98)
H (2.39, -1.28, -2.84)
H (3.25, -1.33, -1.66)
O (-1.78, 2.01, -0.74)
H (-1.95, 2.18, 0.17)
H (-2.55, 1.73, -1.12)
O (1.72, 2.22, -1.84)
H (1.50, 2.94, -1.18)
H (0.85, 2.08, -2.37)

# 7
The following is a quantum chemistry calculation of C36H93F4HgN7O24S4 as an isolated structure, from the OMol25 dataset.

The calculation puts the HOMO energy at -8.5 eV. The total energy comes out at -5761.6399 hartree.

Positions of all 169 atoms, in Å:
Hg (10.38, 21.81, -16.08)
N (8.67, 21.02, -17.13)
S (7.39, 21.41, -17.86)
O (6.20, 21.12, -17.06)
O (7.31, 21.28, -19.31)
F (7.73, 22.95, -17.73)
S (8.44, 19.29, -17.56)
O (8.86, 18.76, -18.83)
O (7.35, 18.62, -16.84)
F (9.66, 18.87, -16.67)
N (11.65, 23.33, -17.11)
S (11.46, 23.67, -18.75)
O (12.47, 23.21, -19.72)
O (10.60, 24.78, -19.16)
F (10.39, 22.52, -18.82)
S (12.85, 24.29, -17.02)
O (12.49, 25.66, -16.75)
O (14.07, 24.05, -17.73)
F (13.33, 23.80, -15.53)
C (9.98, 26.21, -14.96)
C (9.32, 25.02, -15.66)
O (9.57, 23.84, -14.96)
O (9.15, 26.62, -13.89)
H (10.13, 27.03, -15.66)
H (10.96, 25.90, -14.61)
H (9.71, 25.01, -16.68)
H (8.24, 25.09, -15.70)
H (8.83, 23.76, -14.36)
H (9.13, 25.87, -13.29)
C (16.26, 26.33, -15.73)
C (16.88, 27.66, -16.30)
O (18.20, 27.86, -15.91)
O (15.60, 26.47, -14.51)
H (17.06, 25.61, -15.58)
H (15.56, 25.96, -16.48)
H (16.22, 28.50, -16.08)
H (16.80, 27.57, -17.38)
H (18.61, 28.61, -16.34)
H (16.29, 26.45, -13.85)
C (14.15, 24.86, -23.83)
C (12.73, 24.88, -23.19)
O (11.76, 24.30, -24.04)
O (14.15, 25.42, -25.11)
H (14.47, 23.82, -23.97)
H (14.85, 25.35, -23.15)
H (12.29, 25.86, -22.99)
H (12.80, 24.32, -22.26)
H (10.91, 24.70, -23.84)
H (13.54, 24.91, -25.65)
C (9.93, 22.68, -29.66)
O (10.58, 23.76, -29.08)
C (10.17, 24.34, -27.87)
C (10.95, 25.61, -27.55)
N (10.66, 26.19, -26.18)
C (9.22, 26.23, -25.80)
C (9.13, 26.67, -24.35)
O (9.46, 25.59, -23.47)
C (9.38, 25.92, -22.06)
H (9.72, 21.89, -28.94)
H (10.58, 22.29, -30.45)
H (8.96, 22.99, -30.05)
H (10.45, 23.81, -26.96)
H (9.09, 24.47, -27.75)
H (10.71, 26.33, -28.33)
H (12.01, 25.37, -27.70)
H (11.17, 25.66, -25.48)
H (8.80, 25.22, -25.85)
H (8.64, 26.98, -26.33)
H (8.12, 26.99, -24.13)
H (9.85, 27.48, -24.22)
H (8.38, 26.23, -21.78)
H (10.01, 26.78, -21.81)
H (9.66, 25.02, -21.51)
C (16.14, 21.26, -17.88)
O (16.63, 21.30, -16.52)
C (15.94, 22.30, -15.74)
C (16.30, 22.27, -14.22)
N (15.67, 21.15, -13.46)
C (16.15, 20.98, -12.07)
C (17.67, 20.78, -11.98)
O (17.99, 19.65, -12.79)
C (19.34, 19.27, -12.68)
H (16.05, 22.22, -18.39)
H (15.17, 20.77, -17.97)
H (16.82, 20.55, -18.33)
H (14.86, 22.16, -15.81)
H (16.12, 23.32, -16.07)
H (15.89, 23.18, -13.78)
H (17.36, 22.47, -14.05)
H (15.89, 20.29, -13.95)
H (15.67, 20.07, -11.71)
H (15.75, 21.81, -11.48)
H (18.04, 20.59, -10.97)
H (18.10, 21.70, -12.35)
H (19.54, 18.47, -13.39)
H (19.62, 18.87, -11.70)
H (19.99, 20.13, -12.87)
C (14.44, 21.24, -21.52)
O (13.75, 20.00, -21.29)
C (12.55, 19.89, -22.02)
C (11.89, 18.55, -21.64)
N (12.56, 17.30, -21.95)
C (12.63, 16.92, -23.32)
C (13.18, 15.53, -23.67)
O (14.57, 15.62, -23.46)
C (15.24, 14.31, -23.52)
H (14.67, 21.43, -22.57)
H (15.41, 21.24, -21.03)
H (13.86, 22.13, -21.26)
H (12.91, 19.89, -23.05)
H (11.84, 20.70, -21.86)
H (10.91, 18.55, -22.11)
H (11.86, 18.60, -20.55)
H (13.49, 17.55, -21.64)
H (13.34, 17.59, -23.81)
H (11.64, 17.02, -23.77)
H (12.98, 15.30, -24.71)
H (12.75, 14.72, -23.08)
H (16.30, 14.48, -23.69)
H (14.78, 13.64, -24.24)
H (15.16, 13.79, -22.57)
C (8.24, 20.20, -14.04)
O (9.28, 21.15, -14.07)
C (10.12, 21.06, -12.95)
C (11.40, 21.87, -13.19)
N (12.11, 21.54, -14.41)
C (12.45, 20.14, -14.57)
C (12.90, 19.88, -16.01)
O (11.89, 20.25, -16.91)
C (12.15, 19.89, -18.31)
H (7.60, 20.33, -13.17)
H (8.62, 19.18, -14.09)
H (7.60, 20.39, -14.90)
H (10.37, 20.01, -12.80)
H (9.70, 21.39, -12.00)
H (12.10, 21.75, -12.36)
H (11.20, 22.94, -13.21)
H (12.95, 22.09, -14.55)
H (11.67, 19.42, -14.33)
H (13.33, 19.95, -13.96)
H (12.96, 18.80, -16.15)
H (13.94, 20.18, -16.14)
H (11.26, 20.09, -18.91)
H (12.38, 18.83, -18.41)
H (12.99, 20.47, -18.69)
C (13.47, 24.68, -12.38)
O (12.13, 24.29, -11.95)
C (11.39, 25.33, -11.32)
C (10.00, 24.85, -10.89)
N (9.23, 24.58, -12.09)
C (7.96, 24.08, -11.62)
C (6.84, 24.15, -12.69)
O (7.01, 23.33, -13.88)
C (5.88, 23.38, -14.78)
H (13.97, 25.23, -11.58)
H (13.57, 25.42, -13.17)
H (14.14, 23.85, -12.59)
H (11.20, 26.13, -12.04)
H (11.91, 25.73, -10.45)
H (9.54, 25.53, -10.17)
H (10.16, 23.93, -10.34)
H (9.75, 23.84, -12.54)
H (7.60, 24.70, -10.80)
H (7.99, 23.06, -11.23)
H (6.62, 25.20, -12.90)
H (5.94, 23.73, -12.23)
H (6.18, 23.52, -15.82)
H (5.26, 24.26, -14.60)
H (5.28, 22.48, -14.72)

# 8
The following is a quantum chemistry calculation of a 2-piece molecular cluster, CH4N2O2S overall, from the OMol25 dataset.

The calculation puts the HOMO energy at -8.5 eV. The total energy comes out at -698.6005 hartree.

Positions of all 10 atoms, in Å:
C (0.03, 0.02, -0.34)
N (-0.81, 0.90, -0.87)
N (-0.62, -1.10, -0.04)
O (-4.08, 1.22, 0.33)
O (-3.46, -0.87, -0.85)
S (-3.47, -0.08, 0.36)
H (-1.86, 0.73, -0.82)
H (-0.62, 1.89, -0.87)
H (-1.67, -1.16, -0.11)
H (-0.26, -1.81, 0.51)

# 9
The following is a quantum chemistry calculation of one molecule with the formula C5H8O2, from the OMol25 dataset.

The calculation puts the HOMO energy at -9.7 eV. The total energy comes out at -345.7589 hartree.

Positions of all 15 atoms, in Å:
C (-1.34, 0.64, 0.31)
O (-0.87, 1.16, -0.95)
C (0.34, 0.48, -1.17)
C (0.03, -0.94, -0.73)
C (-0.29, -0.43, 0.69)
C (1.13, 0.11, 0.92)
O (1.33, 0.93, -0.24)
H (-2.33, 0.18, 0.15)
H (-1.45, 1.47, 1.01)
H (0.68, 0.69, -2.19)
H (0.90, -1.60, -0.75)
H (-0.81, -1.39, -1.27)
H (-0.62, -1.14, 1.44)
H (1.47, 0.61, 1.83)
H (1.81, -0.76, 0.95)

One value per record, in order, for LUMO energy: 0.9, 0.7, 0.8, -6.1, 2.5, -0.6, -1.3, -1.9, 1.0 eV.
One value per record, in order, for orbital gap: 9.4, 10.5, 9.1, 4.0, 7.0, 6.7, 7.2, 6.6, 10.7 eV.
One value per record, in order, for max |F|: 1.4, 4.1, 3.5, 5.0, 0.9, 9.6, 8.6, 2.7, 1.2 eV/Å.